Arrangement A

Entry from the OMol25 dataset: C5H7N3 in the gas phase (ωB97M-V/def2-TZVPD).

```
15
Properties=species:S:1:pos:R:3
C 1.8804 -1.0850 0.5207
C -0.9182 1.0478 0.1838
N -2.0329 1.4272 0.6809
H 2.2481 -2.0058 0.0526
N -1.8843 -1.2525 -0.5681
H 2.5245 -0.2661 0.1742
H -1.8349 -1.9539 -1.2912
H -1.9872 1.7402 1.6497
C -0.7207 -0.6971 -0.1439
C 0.3148 1.4687 -0.1428
H 1.9948 -1.1993 1.6018
H -2.6729 -0.6199 -0.6208
H 1.3202 2.1747 -1.6308
N 1.2733 2.0799 -0.6134
C 0.4951 -0.8589 0.1473
```

Results
Spin multiplicity   1
HOMO-LUMO gap (alpha / beta)   7.77 / 7.78 eV
Total charge   0

=====

Arrangement B

Entry from the OMol25 dataset: a 2-piece molecular cluster, C5H7N3 overall (ωB97M-V/def2-TZVPD).

```
15
Properties=species:S:1:pos:R:3
N 2.6703 -1.2366 -0.3392
H 0.8203 2.2130 -0.8070
H -1.8767 1.6201 0.2470
C -0.9872 1.3133 -0.3944
C 0.4592 1.8513 0.1645
N -1.0686 -1.3162 0.1872
H -3.1749 -1.7679 0.0778
C 0.6955 0.3069 0.5155
H 0.8631 0.2181 1.5085
H -1.1053 1.4519 -1.5708
C -2.3746 -1.0812 -0.0091
C 1.9032 -0.3812 -0.0015
N -0.4066 -0.1181 -0.1398
H 0.5469 2.5012 0.9722
H -2.6154 0.4053 -0.0355
```

Results
Spin multiplicity   1
HOMO-LUMO gap   9.59 eV
Total charge   0

=====

Arrangement C

Entry from the OMol25 dataset: C5H7N3 in the gas phase (ωB97M-V/def2-TZVPD).

```
15
Properties=species:S:1:pos:R:3
H 1.2197 -1.9687 -1.0024
N -1.1837 1.2599 -0.0256
H -3.1440 -0.6603 0.4052
H 1.0458 -2.0405 0.9656
N -2.1666 -0.9998 0.1885
C 0.1205 1.6841 0.1155
C -1.2256 -0.0747 -0.2093
H -2.4158 -2.0582 -0.1396
H 0.0008 2.6537 0.2799
H 2.9321 -0.1446 -0.5428
N 0.2110 -0.3072 -0.2380
H 2.7874 -0.0156 1.1013
C 1.1915 -1.4003 0.0207
C 2.1735 -0.1954 0.1421
C 0.9982 0.7470 -0.1593
```

Results
Spin multiplicity   1
SMILES string   Nc1ncc2n1CC2
HOMO-LUMO gap   8.29 eV
Total charge   0

=====

Which one sits at the bottom of the stability order? arrangement B does.

=====

Arrangement A

Entry from the OMol25 dataset: a 2-piece molecular cluster, C5H7N3 overall (ωB97M-V/def2-TZVPD).

```
15
Properties=species:S:1:pos:R:3
H 1.9688 1.6187 1.0633
N -0.2845 -2.1098 1.3602
H 0.7281 0.9279 2.1309
H -0.9517 1.4659 -2.7509
C -0.3893 -0.3937 -0.1687
H -1.7693 -0.9071 -1.7826
C 1.3008 0.7716 1.2131
N 0.4291 0.6416 0.0826
H 0.8363 2.4427 -0.9754
N -1.1198 -2.8749 1.0333
H 1.8937 -0.1360 1.3318
H -1.2399 -3.7406 1.5845
C -1.0628 -0.2396 -1.3355
C 0.2850 1.5227 -0.9501
C -0.6245 1.0108 -1.8366
```

Results
Spin multiplicity   1
HOMO-LUMO gap (alpha / beta)   8.49 / 8.27 eV
Total charge   0

=====

Arrangement B

Entry from the OMol25 dataset: C5H7N3 in the gas phase (ωB97M-V/def2-TZVPD).

```
15
Properties=species:S:1:pos:R:3
C -0.7556 0.2047 -0.2048
H 1.3943 -0.1555 1.2173
N 0.0550 -0.9615 -0.3656
C 1.3181 -0.7983 -0.7129
H 0.5224 2.7319 0.1139
H 1.3027 1.2262 0.6638
C 1.0877 -1.0535 0.6984
H -4.2971 -0.5502 -0.1459
C -2.1277 -0.2046 -0.1443
H 1.5142 0.2935 -1.0575
H 1.2076 -1.8962 1.1703
C -3.3099 -0.2886 -0.0039
N 0.8105 1.7969 -0.2051
N -0.5007 1.4426 0.0519
H 1.7783 -1.7874 -1.0757
```

Results
Spin multiplicity   1
SMILES string   C#C/C(=N/N)N1CC1
HOMO-LUMO gap   9.67 eV
Total charge   0

=====

Which one sits at the bottom of the stability order? arrangement B does.

=====

Arrangement A

Entry from the OMol25 dataset: C21H17N4O8RuS3 as an isolated structure (ωB97M-V/def2-TZVPD).

```
54
Properties=species:S:1:pos:R:3
C 0.7627 -1.1174 2.0396
H 1.2050 1.5975 -2.9626
O -0.7385 2.1221 0.1005
N -6.8836 0.9475 1.2907
C -1.5847 3.2144 3.7398
H 0.7988 -0.1296 -4.7225
C 0.2020 1.6706 -0.4875
C 2.1412 0.4173 3.5060
C -2.8546 3.7097 5.8542
S -3.4105 -0.1220 0.4145
C -0.8657 -1.4568 -2.1129
C 0.8446 3.7023 4.9969
N -5.6512 -1.2227 4.9547
N 2.2959 1.4151 2.4458
H 1.5892 1.2528 1.7341
C 0.8025 3.3158 3.6672
C -3.8939 -0.6786 2.0024
H -0.4361 2.7772 1.9845
H 1.5448 2.8415 0.2262
H -0.5655 -2.1080 -4.1479
Ru -1.4031 -1.1398 0.8037
H -1.9456 -3.2599 -3.4108
O -2.1137 -3.5157 -2.4958
S -2.6068 -1.5878 2.7266
C -1.5712 3.5988 5.0808
O 0.3162 -2.2121 1.6470
O 1.4512 2.1186 -0.4493
H 2.1040 -1.7687 3.5484
C 0.3858 -0.2390 -3.7295
H 2.8611 -1.0591 2.1289
C -6.0886 0.3437 1.8626
C -5.4064 -0.8599 3.8908
H -3.6806 4.0000 5.2064
N -0.6341 -0.5379 -1.1607
H 1.7991 3.8827 5.4720
H 1.2500 0.6069 4.1144
O 0.0753 -0.0709 1.7216
C 2.0307 -0.9505 2.8344
O 2.2079 3.6305 1.4861
C -0.3814 -1.3454 -3.4026
C -0.4084 3.0724 3.0277
H -0.3216 4.1565 6.7306
H -2.7699 4.4411 6.6571
H -3.1135 2.7489 6.3043
C 0.6114 0.7175 -2.7611
O 3.3994 3.2968 3.6597
C 0.0681 0.5478 -1.4920
O -1.8976 -2.7895 -0.4506
C -0.3462 3.8485 5.6924
C -5.1024 -0.4107 2.5695
S 2.3008 3.0102 2.7911
H 3.0167 0.4552 4.1513
C -1.6623 -2.6279 -1.6339
H -2.5299 3.0218 3.2473
```

Results
Spin multiplicity   2
HOMO-LUMO gap (alpha / beta)   6.05 / 6.23 eV
Total charge   0

=====

Arrangement B

Entry from the OMol25 dataset: C21H17N4O8RuS3 as an isolated structure (ωB97M-V/def2-TZVPD).

```
54
Properties=species:S:1:pos:R:3
H -1.0019 -3.5908 -3.8238
O -4.2647 -2.9920 -0.0471
C -4.7935 -0.0316 -2.4110
H -1.5153 -2.5409 -5.1562
H -5.0402 1.9340 -3.2260
C 3.5367 2.7690 -3.2638
C -4.5855 1.3451 -2.4389
O -1.1595 -1.4900 -0.1510
H -5.4101 -0.5146 -3.1573
O -0.0979 -1.7816 -2.4889
Ru -0.6835 0.3871 -1.6397
H -2.2815 -2.9842 -1.6921
H 1.9860 3.9249 0.1031
C -1.5824 -2.7067 -4.0807
C -0.9977 -1.5413 -3.3235
C 1.8672 -0.6135 1.6111
C -3.8343 1.9784 -1.4629
C -3.4888 -0.1724 -0.3888
H 2.6000 2.6612 1.7843
C 2.5836 0.5307 1.9150
H 3.4967 0.4761 2.4910
O 0.2978 -2.8054 0.9237
S 1.5575 0.5975 -2.2231
N -3.1341 -3.1259 -2.2246
C -3.6413 3.4676 -1.4780
C -4.2338 -0.7849 -1.3987
H -3.5962 -1.9814 -3.9564
N 1.3469 5.3092 -4.3186
S -4.4229 -2.5413 -1.3978
H -3.1615 -0.7540 0.4610
C 2.0911 1.7526 1.4930
C 0.7265 -0.4787 0.8417
C 1.2351 2.1524 -2.8798
C -0.1337 -1.6422 0.4736
S -0.4765 2.3355 -2.8013
N 4.6540 2.5202 -3.1368
O 1.0605 4.1737 0.2172
O -0.9254 3.2153 0.3348
C 0.9241 1.7996 0.7435
C 0.2625 3.1136 0.3840
H -2.7353 3.7350 -2.0253
H -2.7802 1.6928 0.3907
C -3.2881 1.1996 -0.4285
H 2.1799 -1.5924 1.9418
H -3.5360 3.8602 -0.4673
N 0.2771 0.6915 0.3771
C 2.1439 3.0569 -3.3541
C -3.0419 -2.8786 -3.6746
C 1.7113 4.3062 -3.8873
O -5.5814 -2.8576 -2.1768
O -1.4992 -0.3702 -3.3846
H -4.4802 3.9645 -1.9638
H -0.3285 -3.4938 0.6465
H -3.4825 -3.7259 -4.1971
```

Results
Spin multiplicity   2
HOMO-LUMO gap (alpha / beta)   6.39 / 6.37 eV
Total charge   0

=====

Which one sits at the bottom of the stability order? arrangement B does.

=====

Arrangement A

Entry from the OMol25 dataset: a 2-piece molecular cluster, C5H11N4 overall (ωB97M-V/def2-TZVPD).

```
20
Properties=species:S:1:pos:R:3
C -0.5573 0.3077 -0.1503
C -1.9951 2.0985 -0.3465
H -1.4800 -1.7351 0.2559
H -4.2916 1.5612 -2.3115
H 0.0561 -2.2669 -0.3987
H 0.4286 1.9813 -0.0418
C -0.4705 -1.3576 0.1740
N 0.5298 1.0220 0.0960
H 3.2876 -0.2722 0.7785
N 2.4111 -0.2969 1.3102
H 2.3240 0.1833 2.2078
H 0.0289 -1.3252 1.0782
C -2.7008 0.3311 -1.4586
H -2.7053 -0.5322 -2.0379
H 1.2466 0.4858 0.7022
C -3.5259 1.3757 -1.5928
H 2.1410 -1.2897 1.3846
N -1.6799 0.7977 -0.6987
H -1.4595 2.5213 0.5071
N -3.0902 2.4374 -0.8550
```

Results
Spin multiplicity   1
HOMO-LUMO gap   9.13 eV
Total charge   +1

=====

Arrangement B

Entry from the OMol25 dataset: an isolated ion of composition C5H11N4 and charge +1 (ωB97M-V/def2-TZVPD).

```
20
Properties=species:S:1:pos:R:3
C 1.2779 -0.2536 -0.1095
C 2.0272 -1.4235 0.1735
N -2.5182 0.0264 0.0167
C -0.0979 -0.2161 -0.5730
H -0.2754 1.5547 1.3180
H 1.7895 -2.3306 -0.4662
H -3.4647 0.4357 0.2603
N -0.8330 -1.3876 -0.0537
H -1.3177 2.5849 0.6310
H 2.8323 0.8821 0.3112
H -0.1095 -0.6417 -1.6277
C -0.8496 1.0505 -0.5668
N 1.8622 0.8676 -0.0300
H 3.1206 -1.2781 0.0425
H 1.7884 -1.7795 1.2081
C -2.0577 -1.1628 0.1849
N -0.6306 1.9220 0.4106
H -1.1765 1.4450 -1.5967
H -2.7227 -2.0189 0.6103
H 1.3555 1.7237 -0.1435
```

Results
Spin multiplicity   1
HOMO-LUMO gap   7.72 eV
Total charge   +1

=====

Arrangement C

Entry from the OMol25 dataset: a 2-piece molecular cluster, C5H11N4 overall (ωB97M-V/def2-TZVPD).

```
20
Properties=species:S:1:pos:R:3
H -2.6796 -1.2278 -1.6601
H 1.8909 -0.3829 -1.9182
N -1.5617 -1.1734 0.1621
C 2.5536 -0.4907 -1.0782
H 1.7028 -2.2952 -0.0340
C -1.6785 0.9114 0.1656
H -1.0652 2.9169 -0.2305
H 3.2590 -1.1679 -1.5482
C 1.3020 -0.5364 1.1676
H 1.0541 -1.2510 2.0195
N -2.3797 -0.7381 -0.8661
H 1.2466 0.5114 1.2565
N -2.4250 0.5477 -0.8277
C -1.3344 2.2897 0.5505
N -1.1166 -0.1248 0.7792
H -0.5118 2.2066 1.2619
C 1.9164 -1.1907 0.1304
H -2.0425 2.8569 1.1103
H -1.1838 -2.0775 0.3758
H 3.0532 0.4157 -0.8164
```

Results
Spin multiplicity   1
HOMO-LUMO gap   7.13 eV
Total charge   +1

=====

Which one sits at the bottom of the stability order? arrangement C does.